[1]
This record from OMol25 describes a gas-phase ion, C28H25NO2P (charge -1) in a non-equilibrium geometry. The level of theory is ωB97M-V/def2-TZVPD.

Output
Kohn-Sham gap   7.12 eV
Energy relative to the best compared isomer or geometry (same formula, charge and spin)   0.0 kcal/mol
HOMO energy   -4.132 eV
Charge   -1

Geometry as XYZ:
```
57
Properties=species:S:1:pos:R:3:forces:R:3
C -1.127624 2.296226 -2.034653 -0.3 0.4 0.0
C -0.362972 1.006682 -1.848208 0.4 -0.7 -0.1
C 0.929632 1.175214 -1.125279 0.4 -0.1 1.2
C 2.098035 0.366407 -1.572532 0.3 0.2 -0.3
C 1.951813 -0.974407 -1.950846 0.1 -0.4 0.1
C 3.034667 -1.683124 -2.488632 0.0 0.2 -0.1
C 4.269454 -1.052271 -2.686062 0.0 -0.1 0.4
C 4.467646 0.243053 -2.194828 -0.5 0.1 0.0
C 3.391305 0.944250 -1.639038 0.0 -0.4 0.0
O -0.813985 -0.072063 -2.241737 0.5 1.3 0.5
H -0.586855 3.044282 -2.651548 -0.1 -0.5 0.4
H -2.074104 2.076336 -2.521620 -0.1 0.0 0.0
H -1.338307 2.740831 -1.045602 0.1 -0.1 -0.3
H 1.187746 2.234594 -1.003634 0.1 -0.2 -0.5
H 0.982807 -1.467147 -1.799476 0.5 0.3 -0.2
H 2.895165 -2.734835 -2.771415 0.1 0.5 0.0
H 5.099593 -1.582702 -3.153339 -0.2 0.0 0.1
H 5.456626 0.716168 -2.247279 -0.4 -0.2 0.0
H 3.579081 1.931979 -1.204059 -0.3 -0.2 -0.3
C -4.872424 2.407415 0.582101 0.4 -0.2 0.4
C -4.288287 1.646349 -0.443021 0.1 -0.2 0.4
C -3.314288 0.683355 -0.124579 0.0 0.2 0.3
C -2.850256 0.543247 1.204493 -0.5 0.4 0.2
P -1.467174 -0.582530 1.661597 2.1 -0.4 -0.9
C -1.890781 -2.171878 0.859541 -0.3 -0.2 0.4
C -0.888637 -2.947889 0.251154 -0.6 -0.4 -0.3
C -1.220816 -4.191763 -0.310313 -0.3 0.3 0.4
C -2.533206 -4.684788 -0.195568 0.0 0.3 0.0
C -3.522594 -3.924478 0.452182 0.4 0.1 0.1
C -3.198323 -2.668423 0.988792 0.5 -0.5 -0.4
N -0.107938 -0.261750 0.823614 -1.7 -1.4 0.9
C 0.586237 0.864880 0.677322 -0.2 1.4 -1.3
C 1.969682 0.936050 1.283647 -0.6 -0.3 0.1
C 2.450145 2.190573 1.647417 0.2 -0.2 -0.4
C 3.790332 2.322610 1.985508 0.3 0.0 0.1
C 4.635104 1.203685 1.939600 0.1 -0.1 0.1
C 4.124940 -0.081599 1.669260 -0.4 0.4 0.2
C 2.749782 -0.230169 1.431263 0.5 0.4 -0.4
O -1.369006 -0.725897 3.148711 -0.6 0.3 -0.3
C -3.436095 1.313575 2.240342 -0.1 0.0 -0.6
C -4.460395 2.222906 1.925004 0.1 -0.1 -0.4
H -5.634252 3.148126 0.325619 0.2 -0.2 0.2
H -4.578001 1.800862 -1.495006 0.1 -0.1 0.6
H -2.908078 0.051305 -0.926626 0.0 0.3 0.5
H 0.137696 -2.579722 0.214121 -0.4 0.1 0.0
H -0.444093 -4.775864 -0.814170 -0.3 0.1 0.2
H -2.782949 -5.668358 -0.605255 0.1 0.3 0.1
H -4.539332 -4.307730 0.561216 0.3 0.0 -0.1
H -3.948057 -2.074886 1.518973 0.2 -0.2 -0.2
H 0.035244 1.834837 0.792433 0.3 -0.4 0.5
H 1.780733 3.064142 1.594420 0.4 -0.5 0.1
H 4.165092 3.314605 2.268980 0.1 -0.5 -0.1
H 5.706234 1.338693 2.129420 -0.4 -0.1 0.0
H 4.788110 -0.958544 1.624246 -0.3 0.5 0.2
H 2.305763 -1.224600 1.263730 0.1 0.7 0.0
H -3.086796 1.178976 3.284179 -0.2 0.0 -0.9
H -4.923039 2.785206 2.745441 0.1 -0.1 -0.5
```
Forces are in eV/Å.

***

[2]
This record from OMol25 describes a molecular structure, C60H45Cl2FGeMnP3S in a non-equilibrium geometry. The level of theory is ωB97M-V/def2-TZVPD.

Output
Spin multiplicity   2
Kohn-Sham gap (alpha / beta)   4.55 / 4.74 eV
HOMO energy (alpha / beta)   -8.475 / -8.489 eV
Charge   +1
⟨S²⟩   1.093

Geometry as XYZ:
```
114
Properties=species:S:1:pos:R:3:forces:R:3
Mn 0.129284 0.273430 -0.000457 -0.5 0.2 -0.3
F -2.854721 -3.611976 -1.722329 0.4 0.5 0.2
Ge -1.799935 -2.281407 -1.071558 -1.0 -1.5 -0.6
C -3.045938 -1.975446 0.488592 1.0 0.3 -0.5
C -4.327623 -2.504880 0.406143 -0.2 -0.1 -0.3
C -5.152459 -2.518136 1.516864 0.0 0.0 -0.1
C -4.708554 -2.002662 2.723623 0.1 0.0 0.1
C -3.450172 -1.444598 2.807132 0.1 -0.1 0.0
C -2.615173 -1.428562 1.690962 0.2 -0.1 -0.4
P -1.020232 -0.566059 1.836951 -1.0 0.0 1.1
C -0.218541 -1.437259 3.220239 0.5 0.1 -0.4
C -0.594840 -2.713676 3.630460 -0.1 0.1 -0.2
C 0.029503 -3.293429 4.721151 0.0 -0.1 0.1
C 1.034857 -2.624233 5.400741 0.0 0.0 -0.1
C 1.453472 -1.380386 4.956370 0.0 0.0 0.1
C 0.838690 -0.796422 3.865657 -0.1 0.0 -0.2
C -1.688931 0.975783 2.583529 0.3 0.1 -0.5
C -1.418933 1.493264 3.844730 0.1 -0.1 -0.1
C -2.038559 2.666682 4.247451 -0.1 0.1 0.1
C -2.921541 3.327399 3.410439 0.0 -0.1 0.0
C -3.183383 2.821578 2.146269 -0.2 -0.2 0.1
C -2.570000 1.654484 1.738367 -0.1 0.0 0.0
C -1.692416 -1.345221 -2.861278 0.2 0.1 1.1
C -1.889505 -2.192609 -3.944898 -0.1 -0.3 0.0
C -1.878287 -1.706169 -5.238151 0.0 -0.1 0.1
C -1.685158 -0.353835 -5.466362 0.0 0.1 0.0
C -1.469671 0.494997 -4.399256 0.0 0.0 0.0
C -1.446339 0.003007 -3.094794 0.2 0.0 0.2
P -1.123146 1.187436 -1.743592 -0.2 0.0 -1.4
C 0.341730 2.116530 -2.320279 0.1 -0.2 0.6
C 1.283840 1.550563 -3.175931 -0.1 -0.1 0.0
C 2.451856 2.232890 -3.466577 0.1 -0.1 -0.1
C 2.697054 3.474120 -2.901760 0.0 0.0 0.0
C 1.779389 4.028833 -2.022732 0.0 0.1 0.0
C 0.611928 3.351958 -1.725654 -0.2 0.0 -0.1
C -2.540605 2.288923 -2.074131 -0.1 0.0 0.6
C -2.432255 3.543236 -2.663554 0.2 -0.1 0.1
C -3.577831 4.252339 -2.980174 -0.1 0.0 -0.1
C -4.827271 3.722216 -2.706495 0.0 0.0 0.0
C -4.938552 2.470591 -2.120546 -0.1 -0.1 0.0
C -3.799960 1.752631 -1.809545 0.1 0.0 0.1
C -0.222245 -3.493428 -0.788689 -0.3 1.0 0.1
C -0.505724 -4.848915 -0.685013 -0.3 -0.1 0.1
C 0.500078 -5.793390 -0.741411 -0.1 0.0 0.0
C 1.814906 -5.390373 -0.903137 0.1 0.0 0.0
C 2.118063 -4.045281 -0.973189 0.0 0.1 -0.1
C 1.103976 -3.089994 -0.905098 -0.2 0.2 0.1
P 1.569032 -1.325971 -1.013369 0.7 -1.3 0.0
C 2.839174 -1.152478 0.285741 -0.2 0.3 0.0
C 3.703329 -0.056478 0.211544 0.0 -0.2 0.0
C 4.656059 0.138026 1.192727 0.0 0.1 -0.1
C 4.748483 -0.750652 2.254446 -0.1 -0.1 0.0
C 3.857690 -1.806704 2.356351 0.1 0.0 0.2
C 2.890202 -2.000362 1.387517 -0.1 0.0 -0.3
C 2.563196 -1.437015 -2.551678 -0.2 0.4 -0.2
C 1.851229 -1.691684 -3.724208 0.0 0.0 0.1
C 2.502327 -1.756985 -4.941106 -0.1 -0.1 -0.1
C 3.877866 -1.599704 -5.001392 0.0 0.0 0.0
C 4.594423 -1.401114 -3.834839 0.1 0.0 -0.1
C 3.946424 -1.314635 -2.614271 -0.1 0.0 0.2
H -4.678937 -2.919826 -0.526454 0.0 -0.1 0.0
H -6.142596 -2.940001 1.444712 -0.1 0.0 0.0
H -5.343424 -2.025089 3.594819 -0.1 0.0 0.1
H -3.103858 -1.027062 3.742703 0.0 0.1 0.0
H -1.372362 -3.254829 3.108813 -0.1 0.0 0.0
H -0.274490 -4.278510 5.039390 0.0 -0.1 0.1
H 1.501424 -3.079811 6.261703 0.0 0.0 0.1
H 2.259928 -0.863501 5.454667 0.1 0.1 0.1
H 1.177525 0.167931 3.511850 0.0 0.1 0.0
H -0.744961 0.991432 4.524716 0.0 0.0 0.0
H -1.821910 3.073044 5.224673 0.0 0.0 0.1
H -3.391958 4.243786 3.733948 0.0 0.1 0.0
H -3.852009 3.341162 1.476395 0.0 0.0 -0.1
H -2.777083 1.248659 0.751686 -0.1 0.1 0.1
H -2.063998 -3.242405 -3.768963 -0.1 -0.1 0.0
H -2.035686 -2.386946 -6.059729 0.0 0.0 -0.1
H -1.709342 0.034988 -6.472034 0.0 0.1 -0.1
H -1.321406 1.552733 -4.566687 0.0 0.1 -0.1
H 1.104592 0.582215 -3.618549 0.0 0.1 -0.1
H 3.174831 1.783546 -4.131450 0.1 0.0 -0.1
H 3.604509 4.008101 -3.140426 0.1 0.0 0.0
H 1.976370 4.984563 -1.560671 0.0 0.1 0.1
H -0.092577 3.768829 -1.017277 0.1 0.1 0.1
H -1.464397 3.965157 -2.890378 0.0 0.0 0.0
H -3.492065 5.219052 -3.454091 0.0 0.1 0.0
H -5.715953 4.281234 -2.956019 -0.1 0.1 0.0
H -5.912166 2.050174 -1.917087 -0.1 0.0 0.0
H -3.878258 0.756438 -1.385059 -0.1 0.0 0.1
H -1.533569 -5.160403 -0.592205 -0.1 -0.1 0.0
H 0.252458 -6.841070 -0.680836 0.0 -0.1 0.0
H 2.599513 -6.124553 -0.987555 0.1 -0.1 0.0
H 3.144046 -3.726796 -1.101020 0.1 0.0 0.0
H 3.628373 0.631278 -0.623960 0.0 0.1 0.1
H 5.321696 0.985103 1.135075 0.1 0.1 0.0
H 5.510430 -0.611184 3.006723 0.0 0.0 0.1
H 3.904492 -2.473014 3.203320 0.0 -0.1 0.1
H 2.183493 -2.815086 1.471791 0.0 -0.1 0.1
H 0.780932 -1.845122 -3.674076 -0.1 0.0 -0.1
H 1.937717 -1.931972 -5.843916 -0.1 0.0 -0.1
H 4.388694 -1.639693 -5.951386 0.0 0.0 -0.1
H 5.669556 -1.313681 -3.870566 0.1 0.0 0.0
H 4.531505 -1.165660 -1.720069 0.0 0.0 0.0
Cl 1.353666 1.788950 1.016088 1.0 0.4 -0.4
C 1.553521 2.780852 2.395877 0.0 0.9 1.9
C 2.524846 2.448700 3.322531 0.2 -0.2 0.0
C 2.699689 3.251108 4.437136 0.2 -0.3 -0.1
C 1.915970 4.381504 4.611858 -0.4 0.2 -0.2
C 0.950470 4.714341 3.678807 0.6 -0.4 0.4
Cl 0.009551 6.137054 3.893166 0.0 0.1 0.2
C 0.731964 3.911935 2.540783 -0.9 0.2 -1.2
S -0.460706 4.306495 1.381125 0.1 0.1 -0.2
H 3.144759 1.578227 3.165845 0.1 -0.1 0.0
H 3.455224 3.000287 5.165139 0.1 0.0 0.0
H 2.042405 5.008552 5.478582 0.1 0.1 0.1
```
Forces are in eV/Å.

***

[3]
This record from OMol25 describes 3 unconnected molecules or ions with the total composition C20H29Cl2FN2O10PS2 in a non-equilibrium geometry. The level of theory is ωB97M-V/def2-TZVPD.

Output
Kohn-Sham gap   4.27 eV
HOMO energy   -9.848 eV
Charge   +1

Geometry as XYZ:
```
67
Properties=species:S:1:pos:R:3:forces:R:3
C -2.244131 3.186789 5.304763 -0.7 0.9 -0.2
C -1.958194 3.586935 3.765203 0.3 0.1 0.6
C -0.769011 2.686745 3.087159 0.3 1.8 -0.9
Cl -0.096201 1.399563 4.218586 -0.4 0.7 -1.2
C -1.149556 2.139112 1.635232 -0.7 -1.6 -3.7
C -2.428977 1.289079 1.362663 0.9 0.2 -1.8
C -3.468849 0.829070 2.482523 -0.2 0.2 -0.2
C -3.003735 -0.459555 3.320456 -0.5 -1.2 0.0
C -2.468693 -1.680807 2.427883 -0.2 -0.4 0.3
C -0.929799 -1.574213 1.981260 -0.7 0.5 -0.6
N -0.008678 -2.528309 2.649611 1.4 -1.1 -1.1
C 0.906573 -3.171039 1.736002 2.4 -2.5 2.8
C 1.870391 -4.131594 2.480614 -5.1 4.3 1.7
C 1.349965 -3.906069 3.942356 -0.8 1.1 -1.6
C 0.177240 -2.903714 4.038745 3.7 -2.6 -3.0
C -2.738483 0.787651 -0.103411 2.3 1.4 -0.3
O -3.851862 -0.020393 -0.429864 2.2 2.2 0.3
C -1.757872 1.167993 -1.236406 -0.2 -0.1 1.3
Cl -1.979014 0.622088 -2.976416 0.3 1.0 3.0
N -0.586099 1.954286 -0.950491 -2.9 -1.1 3.6
F 0.228682 2.260055 -1.987327 -0.4 -0.2 0.6
C -0.236351 2.433061 0.390412 -1.9 -1.6 0.2
P 1.404333 3.406792 0.507046 0.1 4.0 2.4
O 1.178779 4.871596 0.954407 0.0 -3.5 -1.4
H -2.587062 2.108484 5.440056 0.7 1.4 -0.2
H -1.338218 3.445971 5.970017 -1.4 -0.7 -1.2
H -3.111674 3.856866 5.671438 1.4 -1.0 -0.6
H -2.886310 3.559459 3.101467 1.2 -0.1 1.1
H -1.611474 4.688194 3.792661 -0.4 -1.8 -0.3
H 0.097690 3.435839 2.923827 -1.3 -1.4 0.2
H -3.726984 1.648572 3.247640 0.8 -1.0 -1.4
H -4.462667 0.615500 1.929763 1.7 0.1 0.8
H -3.949073 -0.845356 3.866850 1.4 0.8 -0.9
H -2.236605 -0.250604 4.138043 -1.0 0.1 -1.3
H -3.154222 -1.829132 1.507347 1.1 0.3 1.4
H -2.578587 -2.648563 3.046195 0.2 1.5 -0.9
H -0.533431 -0.496599 2.084917 -0.6 -1.6 0.1
H -0.893502 -1.829612 0.853240 0.1 0.4 1.9
H 0.938863 -2.986722 0.612689 -0.4 0.0 1.9
H 2.703203 -4.792976 2.077029 -1.5 1.2 0.7
H 1.857917 -4.441420 4.806106 -1.1 1.0 -1.1
H -0.418350 -2.507250 4.917657 0.9 -0.6 -1.6
H -4.138171 0.154672 -1.366460 0.5 -0.2 1.0
H 2.171338 2.777861 1.554201 -0.6 -0.4 -0.9
H 2.188182 3.306466 -0.687912 -0.8 -0.5 0.4
C 3.766797 -3.034305 -3.637710 -0.1 -0.4 -0.5
C 2.489411 -3.479982 -2.942691 -0.2 0.5 -0.2
O 2.922050 -4.080618 -1.721819 0.8 0.1 0.1
S 4.269513 -3.331748 -1.210494 0.2 -0.1 -0.1
O 3.895018 -2.352733 -0.232135 0.4 -0.6 -0.6
O 5.274536 -4.321504 -0.974248 -0.9 0.8 0.1
O 4.617927 -2.557384 -2.593623 -0.5 -0.1 0.8
H 4.265161 -3.876332 -4.125745 -0.1 0.0 0.0
H 3.584612 -2.247161 -4.370498 0.1 0.0 0.2
H 1.917225 -4.190274 -3.539444 0.1 -0.1 0.2
H 1.856619 -2.622839 -2.692189 0.0 0.0 -0.1
C 0.744881 2.062706 -5.399394 0.4 0.3 0.3
C 1.440857 2.549651 -6.661720 -0.5 0.5 -0.1
O 1.938889 1.367936 -7.288769 -0.3 -0.8 0.6
S 0.931471 0.135463 -6.974846 0.1 0.0 -0.6
O 0.048953 -0.019622 -8.090835 0.6 -0.2 1.1
O 1.695405 -0.946506 -6.430595 -0.6 0.7 -0.4
O 0.103116 0.841710 -5.768746 0.2 -0.1 -0.5
H 1.469132 1.841822 -4.609501 0.0 0.0 0.0
H 0.012275 2.781149 -5.028804 -0.1 -0.2 -0.1
H 2.253827 3.243360 -6.447334 0.1 -0.3 -0.1
H 0.731003 3.022440 -7.346635 0.0 0.0 0.1
```
Forces are in eV/Å.

***

[4]
This record from OMol25 describes a molecular structure, C27H34ClCoN5O8 in a non-equilibrium geometry. The level of theory is ωB97M-V/def2-TZVPD.

Output
Spin multiplicity   4
Kohn-Sham gap (alpha / beta)   6.40 / 6.42 eV
Energy relative to the best compared isomer or geometry (same formula, charge and spin)   13.8 kcal/mol
HOMO energy (alpha / beta)   -7.466 / -7.504 eV
⟨S²⟩   3.759

Geometry as XYZ:
```
76
Properties=species:S:1:pos:R:3:forces:R:3
Co 1.034416 -0.568696 -0.817387 -0.5 -1.4 -0.2
C -3.311992 -5.023165 2.084716 0.1 0.0 0.0
C -2.296166 -3.931512 1.884887 -0.5 0.3 0.4
C -2.458894 -2.687646 2.413773 -0.2 -0.4 -0.1
C -1.453286 -1.686783 2.292826 0.1 0.2 0.0
C -1.515134 -0.402047 2.792663 0.2 -0.2 -0.1
N -2.585627 0.325713 3.101536 -0.1 0.0 0.1
C -3.923144 0.152295 2.550540 -0.2 0.1 -0.1
C -4.387810 1.434527 1.848452 0.5 -0.1 -0.1
C -3.676980 1.717423 0.508625 -0.6 -0.1 0.5
N -2.234032 1.864905 0.621034 0.1 0.3 -0.6
C -1.618992 3.005435 0.743121 -0.4 -0.3 0.2
C -0.226755 3.168672 0.678591 0.7 0.1 0.0
C 0.320604 4.449872 0.900131 0.1 -0.1 -0.1
C 1.668450 4.699407 0.810644 -0.3 0.5 0.1
C 2.218237 6.083178 1.047231 0.0 -0.2 0.0
C 2.512007 3.631774 0.489779 -0.2 -0.7 -0.2
C 2.047356 2.345918 0.238069 -0.1 0.6 0.2
C 3.016830 1.335870 -0.131486 0.5 -0.5 -0.3
N 2.803242 0.149624 -0.559429 1.6 1.2 0.6
C 3.994421 -0.613452 -0.940123 0.3 -0.2 0.1
C 4.163890 -1.940791 -0.195197 -0.3 0.0 -0.2
C 3.197448 -3.031134 -0.665501 0.2 -0.2 -0.1
N 1.881376 -2.698589 -0.175827 -0.3 0.1 0.0
C 1.086105 -3.599768 0.216651 0.5 -0.3 -0.1
C -0.124065 -3.287944 0.960368 -0.3 -0.4 0.1
C -1.118346 -4.206566 1.140210 0.6 0.4 -0.2
C -0.210424 -1.978121 1.585518 0.1 0.3 0.2
O 0.698016 -1.133267 1.489797 -0.2 -0.1 0.3
C 0.643304 2.072338 0.329589 -0.1 0.0 0.0
O 0.164722 0.923220 0.104685 -0.8 0.9 0.1
H -4.192290 -4.654229 2.609153 0.0 0.0 0.0
H -2.882629 -5.840150 2.669452 -0.1 0.0 0.0
H -3.627947 -5.439078 1.126383 0.0 0.0 0.0
H -3.344227 -2.485910 3.006607 0.0 0.0 0.0
H -0.559827 0.104304 2.901627 0.0 0.0 0.0
H -2.398025 1.247673 3.459434 0.0 0.0 0.0
H -4.623632 -0.104478 3.348941 0.0 0.0 -0.1
H -3.903793 -0.664319 1.829393 0.1 -0.1 0.0
H -4.256756 2.287769 2.523903 -0.1 0.0 0.0
H -5.453045 1.341294 1.635055 0.0 0.1 0.0
H -4.096709 2.630334 0.083253 0.1 0.0 -0.1
H -3.866460 0.895938 -0.180017 0.1 0.0 -0.1
H -1.626542 1.104558 0.290892 0.0 -0.2 0.1
H -2.239695 3.880139 0.921720 0.0 0.0 0.0
H -0.360415 5.261014 1.139570 0.0 0.0 0.0
H 1.414159 6.817178 1.059156 0.0 0.0 0.0
H 2.922741 6.361847 0.263075 0.0 0.0 0.0
H 2.741055 6.136424 2.004189 0.0 0.1 0.0
H 3.578655 3.811558 0.397905 0.0 0.0 0.0
H 4.057881 1.670625 -0.065490 0.0 0.1 0.0
H 4.885873 0.003326 -0.771750 -0.1 0.0 0.0
H 3.946442 -0.833735 -2.006749 -0.1 0.1 -0.1
H 4.017454 -1.777239 0.875862 0.1 0.0 0.0
H 5.188648 -2.276896 -0.363077 0.0 0.0 0.0
H 3.521755 -4.002391 -0.269160 0.0 0.0 0.0
H 3.186352 -3.089203 -1.757995 0.0 0.1 0.0
H 1.320737 -4.662781 0.064987 0.0 0.0 0.1
H -1.010996 -5.186965 0.685662 0.0 0.0 0.0
N 0.956425 1.425774 -2.964160 -0.1 -0.2 0.4
C 0.875439 0.731004 -4.251054 0.2 0.0 0.0
C 2.061988 -0.198698 -4.449666 -0.2 -0.1 0.3
C 2.100714 -1.454425 -3.553811 -0.1 -0.2 0.0
O 2.812132 -2.386873 -3.930829 0.1 0.1 0.0
O 1.407899 -1.493913 -2.474744 0.0 0.1 -1.0
H 0.063207 1.856292 -2.764356 0.0 0.1 0.1
H 1.669361 2.146092 -2.998466 -0.1 0.1 0.0
H 0.846682 1.456824 -5.073621 -0.1 -0.1 -0.1
H -0.051778 0.159307 -4.274292 0.0 0.0 0.1
H 2.989435 0.358488 -4.270131 0.0 -0.1 -0.1
H 2.091465 -0.552325 -5.479659 0.1 0.0 0.0
O -2.171585 0.401288 -1.822883 0.4 0.5 0.0
Cl -2.097108 -1.032743 -1.693140 -0.4 -0.4 0.2
O -3.217764 -1.473648 -0.909655 -0.3 -0.1 0.2
O -2.087305 -1.638383 -2.971744 0.1 -0.2 -0.4
O -0.896749 -1.411356 -0.948258 -0.2 0.2 -0.1
```
Forces are in eV/Å.